[1]
{"formula": "C29H39N9PPbSSi", "method": "wB97M-V/def2-TZVPD", "total_charge": 3, "spin_multiplicity": 1, "max_force_ha_per_bohr": 0.001, "e_above_lowest_kcal_mol": 7.7, "elements": ["Pb", "C", "N", "C", "C", "N", "C", "P", "C", "N", "C", "C", "N", "C", "C", "N", "C", "C", "N", "C", "H", "H", "H", "H", "H", "H", "H", "H", "H", "H", "H", "H", "H", "H", "H", "C", "Si", "C", "C", "C", "C", "C", "C", "C", "H", "H", "H", "H", "H", "H", "H", "H", "H", "H", "H", "S", "C", "N", "C", "C", "C", "N", "H", "H", "H", "H", "H", "H", "H", "H", "C", "C", "C", "N", "C", "C", "H", "H", "H", "H", "H"], "positions_angstrom": [[-1.2136, -2.0651, -2.0304], [-4.3889, -5.7060, -5.7445], [-3.4890, -4.6304, -5.3351], [-3.0002, -3.6694, -6.1723], [-2.2548, -2.8262, -5.3992], [-2.2804, -3.2605, -4.1046], [-3.0378, -4.3488, -4.0864], [-3.4310, -5.3401, -2.6116], [-4.1122, -4.0264, -1.5465], [-3.4451, -2.9862, -1.0600], [-4.3471, -2.2423, -0.3461], [-5.5692, -2.8452, -0.4032], [-5.4088, -3.9746, -1.1569], [-6.4839, -4.8957, -1.5195], [-1.7582, -5.4325, -1.8909], [-0.8945, -4.4429, -1.6816], [0.2338, -4.9996, -1.1509], [0.0533, -6.3470, -1.0429], [-1.2037, -6.6091, -1.5122], [-1.8068, -7.9389, -1.6022], [-4.0769, -6.0774, -6.7168], [-5.4110, -5.3380, -5.8101], [-4.3400, -6.5183, -5.0250], [-3.2211, -3.6674, -7.2259], [-1.7097, -1.9480, -5.7034], [-4.0647, -1.3369, 0.1656], [-6.5213, -2.5790, 0.0226], [-7.2371, -4.8782, -0.7370], [-6.0903, -5.9047, -1.6082], [-6.9392, -4.5949, -2.4613], [1.0925, -4.4058, -0.8865], [0.7051, -7.1298, -0.6953], [-1.0901, -8.6632, -1.2269], [-2.0417, -8.1801, -2.6361], [-2.7113, -7.9890, -1.0004], [3.4194, 10.5949, 4.8143], [4.4163, 12.1279, 4.7387], [6.2402, 11.9886, 4.7392], [3.6545, 13.7451, 4.7065], [2.2550, 13.8956, 4.7311], [1.6942, 15.1565, 4.7195], [2.5182, 16.2770, 4.6811], [3.9032, 16.1493, 4.6543], [4.4720, 14.8917, 4.6682], [3.5696, 10.1435, 5.8014], [3.7765, 9.8689, 4.0801], [2.3548, 10.7642, 4.6685], [6.6580, 12.5514, 5.5782], [6.6523, 12.4241, 3.8247], [6.5672, 10.9526, 4.8122], [1.6094, 13.0269, 4.7620], [0.6198, 15.2743, 4.7410], [2.0747, 17.2640, 4.6727], [4.5293, 17.0300, 4.6248], [5.5511, 14.7968, 4.6498], [-0.1637, -1.8754, 0.6280], [-0.4755, -3.2845, 1.5632], [0.4055, -3.6585, 2.4856], [0.2077, -4.7688, 3.4205], [-1.2777, -5.0410, 3.5778], [-1.9129, -5.1751, 2.2043], [-1.5882, -3.9953, 1.4073], [1.2223, -3.0753, 2.5742], [0.6567, -4.4922, 4.3723], [0.7281, -5.6548, 3.0496], [-1.7513, -4.2210, 4.1200], [-1.4270, -5.9533, 4.1523], [-2.9972, -5.2423, 2.2800], [-1.5489, -6.0756, 1.6991], [-2.2332, -3.6648, 0.7049], [3.5811, -2.8424, -4.2372], [3.4056, -1.9378, -3.2020], [2.1527, -1.8255, -2.6262], [1.1078, -2.5564, -3.0250], [1.2827, -3.4292, -4.0234], [2.4985, -3.6028, -4.6562], [4.5468, -2.9532, -4.7119], [4.2217, -1.3265, -2.8445], [1.9776, -1.1329, -1.8101], [0.4112, -4.0039, -4.3157], [2.5924, -4.3180, -5.4610]], "atomic_forces_ev_per_a": [[0.0, 0.0, 0.0], [0.0, 0.0, 0.0], [0.0, 0.0, 0.0], [0.0, 0.0, 0.0], [0.0, 0.0, 0.0], [0.0, 0.0, 0.0], [0.0, 0.0, 0.0], [0.0, 0.0, 0.0], [0.0, 0.0, 0.0], [0.0, 0.0, 0.0], [0.0, 0.0, 0.0], [0.0, 0.0, 0.0], [0.0, 0.0, 0.0], [0.0, 0.0, 0.0], [0.0, 0.0, 0.0], [0.0, 0.0, 0.0], [0.0, 0.0, 0.0], [0.0, 0.0, 0.0], [0.0, 0.0, 0.0], [0.0, 0.0, 0.0], [0.0, 0.0, 0.0], [0.0, 0.0, 0.0], [0.0, 0.0, 0.0], [0.0, 0.0, 0.0], [0.0, 0.0, 0.0], [0.0, 0.0, 0.0], [0.0, 0.0, 0.0], [0.0, 0.0, 0.0], [0.0, 0.0, 0.0], [0.0, 0.0, 0.0], [0.0, 0.0, 0.0], [0.0, 0.0, 0.0], [0.0, 0.0, 0.0], [0.0, 0.0, 0.0], [0.0, 0.0, 0.0], [0.0, 0.0, 0.0], [0.0, 0.0, 0.0], [0.0, 0.0, 0.0], [0.0, 0.0, 0.0], [0.0, 0.0, 0.0], [0.0, 0.0, 0.0], [0.0, 0.0, 0.0], [0.0, 0.0, 0.0], [0.0, 0.0, 0.0], [0.0, 0.0, 0.0], [0.0, 0.0, 0.0], [0.0, 0.0, 0.0], [0.0, 0.0, 0.0], [0.0, 0.0, 0.0], [0.0, 0.0, 0.0], [0.0, 0.0, 0.0], [0.0, 0.0, 0.0], [0.0, 0.0, 0.0], [0.0, 0.0, 0.0], [0.0, 0.0, 0.0], [0.0, 0.0, 0.0], [0.0, 0.0, 0.0], [0.0, 0.0, 0.0], [0.0, 0.0, 0.0], [0.0, 0.0, 0.0], [0.0, 0.0, 0.0], [0.0, 0.0, 0.0], [0.0, 0.0, 0.0], [0.0, 0.0, 0.0], [0.0, 0.0, 0.0], [0.0, 0.0, 0.0], [0.0, 0.0, 0.0], [0.0, 0.0, 0.0], [0.0, 0.0, 0.0], [0.0, 0.0, 0.0], [0.0, 0.0, 0.0], [0.0, 0.0, 0.0], [0.0, 0.0, 0.0], [0.0, 0.0, 0.0], [0.0, 0.0, 0.0], [0.0, 0.0, 0.0], [0.0, 0.0, 0.0], [0.0, 0.0, 0.0], [0.0, 0.0, 0.0], [0.0, 0.0, 0.0], [0.0, 0.0, 0.0]]}

=====

[2]
{"formula": "C29H40AlN6O3P", "method": "wB97M-V/def2-TZVPD", "spin_multiplicity": 1, "max_force_ha_per_bohr": 0.049, "elements": ["Al", "O", "C", "C", "C", "C", "C", "C", "C", "O", "N", "N", "C", "C", "C", "C", "C", "C", "C", "O", "H", "H", "H", "H", "H", "H", "H", "H", "H", "H", "N", "P", "N", "C", "C", "C", "C", "C", "N", "C", "C", "C", "C", "C", "N", "C", "C", "C", "C", "C", "H", "H", "H", "H", "H", "H", "H", "H", "H", "H", "H", "H", "H", "H", "H", "H", "H", "H", "H", "H", "H", "H", "H", "H", "H", "H", "H", "H", "H", "H"], "positions_angstrom": [[0.1821, 0.6896, 1.8216], [5.2754, -0.1736, 3.0108], [5.2755, 0.7319, 2.0536], [6.4932, 1.2531, 1.6552], [6.5749, 2.2507, 0.7007], [5.3959, 2.7744, 0.1403], [4.1664, 2.1819, 0.4375], [4.1191, 1.1899, 1.3971], [2.7963, 0.7376, 1.8522], [1.8033, 1.3539, 1.2512], [2.5965, -0.1380, 2.7931], [1.2481, -0.1052, 3.1846], [0.9482, -0.4168, 4.3970], [-0.3084, 0.0386, 4.9219], [-0.7050, -0.5019, 6.1416], [-1.8200, -0.0054, 6.8282], [-2.5364, 1.0079, 6.1924], [-2.1788, 1.5247, 4.9758], [-1.0854, 1.0440, 4.2896], [-0.7717, 1.4747, 3.0791], [4.3372, -0.4699, 3.1237], [7.4220, 0.9000, 2.0987], [7.5286, 2.6356, 0.4196], [5.4250, 3.5670, -0.6224], [3.2692, 2.5901, 0.0390], [1.6874, -0.8538, 5.0324], [-0.0465, -1.2739, 6.6114], [-2.0544, -0.3749, 7.7778], [-3.4514, 1.3509, 6.6810], [-2.7578, 2.3297, 4.5458], [-0.7228, 0.0190, 0.4907], [-0.8558, -0.1838, -1.0217], [-0.8885, 1.2527, -1.8723], [-0.6659, 1.3669, -3.3263], [-1.8869, 1.9538, -4.0169], [-2.3638, 3.2251, -3.3869], [-2.7031, 2.8791, -1.9327], [-1.4080, 2.4598, -1.2480], [-2.2550, -1.0700, -1.2642], [-2.7752, -1.3527, -2.6279], [-3.3591, -2.7822, -2.6997], [-4.4413, -2.9091, -1.6040], [-3.9157, -2.4640, -0.2143], [-3.2609, -1.0796, -0.2221], [0.2623, -1.0544, -1.8524], [1.5998, -0.4607, -2.0976], [2.7310, -1.2220, -1.4475], [2.8167, -2.6671, -1.9251], [1.3981, -3.2178, -2.1640], [0.3530, -2.4745, -1.3711], [-0.4892, 0.3218, -3.7198], [0.1978, 2.0184, -3.5533], [-2.7337, 1.2756, -3.9851], [-1.5810, 2.1125, -5.0345], [-3.2864, 3.6182, -3.8772], [-1.5829, 3.9755, -3.3935], [-3.3465, 1.9919, -1.9420], [-3.1442, 3.7434, -1.3898], [-1.6041, 2.2295, -0.1967], [-0.7150, 3.3309, -1.2367], [-2.0170, -1.2011, -3.3780], [-3.6196, -0.6562, -2.7823], [-2.5435, -3.4752, -2.4941], [-3.8036, -2.9821, -3.6872], [-4.8284, -3.9268, -1.5589], [-5.2651, -2.2149, -1.8160], [-3.2404, -3.1985, 0.2263], [-4.7933, -2.4097, 0.4884], [-2.8003, -0.8386, 0.7251], [-4.0510, -0.3292, -0.3818], [1.5418, 0.5791, -1.8296], [1.8249, -0.4316, -3.1679], [2.5771, -1.2098, -0.4110], [3.6511, -0.7318, -1.6661], [3.3048, -3.3253, -1.1854], [3.3605, -2.7558, -2.8532], [1.3916, -4.2560, -1.8514], [1.1693, -3.1730, -3.2410], [0.5356, -2.6393, -0.2997], [-0.5966, -2.9730, -1.5340]], "atomic_forces_ev_per_a": [[-0.1, 0.4, -0.6], [-0.7, -1.0, 0.7], [0.2, 0.8, -1.1], [1.1, 0.4, -0.2], [-1.5, 0.1, 0.1], [0.0, -0.3, -0.8], [1.8, 0.9, 0.3], [-0.4, -1.1, 1.1], [-0.9, 0.9, -1.2], [-0.6, -0.3, 0.7], [0.5, -0.4, 0.7], [1.1, -0.6, -0.2], [-0.5, 1.0, -1.2], [-0.2, -0.8, 0.3], [0.0, 0.0, 1.5], [1.4, 0.0, -2.1], [-0.7, -0.4, 1.0], [-0.6, 0.7, 0.0], [1.1, -0.7, -0.8], [-0.6, 0.6, 0.2], [0.3, 0.0, 0.3], [-0.3, -0.1, 0.1], [0.5, 0.3, -0.1], [0.1, -0.4, 0.5], [-0.5, 0.0, -0.3], [0.5, -0.3, 0.4], [-0.7, 0.7, -0.4], [-0.5, -0.5, 1.2], [0.3, 0.2, -0.2], [0.0, -0.1, -0.2], [0.4, 0.2, 0.7], [-0.9, 0.5, 0.5], [0.8, 0.4, -0.5], [-0.4, -1.2, 0.3], [0.2, -0.2, -0.4], [-1.3, 0.3, 0.6], [0.4, 0.7, 0.1], [-0.4, 0.1, 0.7], [0.4, 0.1, -0.9], [-0.9, -0.2, 1.2], [-0.3, 0.7, 0.6], [0.6, 0.6, 0.4], [-1.2, 0.0, 0.7], [-0.6, -0.8, -0.5], [1.0, -1.6, 0.3], [-0.3, -0.1, -0.8], [-0.2, -0.3, -0.8], [-0.7, -0.5, 0.3], [0.5, 0.0, -0.4], [-0.4, -0.2, -0.6], [0.1, 1.3, 0.3], [-0.1, -0.3, 0.2], [0.0, -0.5, -0.2], [-0.1, 0.1, -0.8], [0.8, -0.2, 0.0], [0.1, 0.4, -0.1], [-0.4, 0.3, 0.3], [0.0, -0.6, -0.3], [0.1, 0.0, -0.1], [0.1, -0.6, -0.3], [0.3, 0.1, -0.1], [0.3, 0.0, -0.4], [0.0, -0.2, -0.2], [0.3, 0.0, 0.2], [-0.1, 0.0, 0.0], [0.0, -0.3, -0.3], [0.2, 0.0, -0.2], [0.7, -0.1, -0.6], [0.2, -0.1, 0.1], [0.1, 0.1, -0.3], [0.3, 0.5, 0.5], [-0.3, -0.2, -0.3], [-0.1, 0.1, 1.7], [0.8, 0.6, 0.0], [0.1, 0.5, -0.2], [0.4, 0.1, -0.2], [-0.2, -0.3, -0.1], [-0.1, 0.0, 0.3], [0.2, 0.7, 0.0], [-0.3, 0.2, -0.1]]}

=====

[3]
{"formula": "C29H40BBrF3N3O4P", "method": "wB97M-V/def2-TZVPD", "total_charge": 1, "spin_multiplicity": 1, "max_force_ha_per_bohr": 0.061, "e_above_lowest_kcal_mol": 0.0, "elements": ["C", "O", "C", "C", "C", "C", "C", "C", "C", "C", "F", "C", "P", "O", "Br", "C", "C", "C", "O", "N", "C", "C", "N", "B", "O", "N", "C", "C", "H", "H", "H", "H", "H", "H", "H", "H", "H", "H", "H", "H", "H", "H", "H", "H", "H", "H", "H", "H", "H", "H", "H", "H", "H", "H", "H", "H", "H", "H", "F", "C", "C", "C", "C", "C", "C", "H", "H", "H", "H", "H", "F", "C", "C", "C", "C", "C", "C", "H", "H", "H", "H", "H"], "positions_angstrom": [[-6.6364, 1.3571, -1.7237], [-5.2395, 1.5379, -1.4298], [-5.0658, 2.4184, -0.3128], [-3.7828, 1.8890, 0.4655], [-2.4437, 2.5033, -0.1074], [-1.1593, 1.7413, 0.3874], [-1.2865, 0.6039, 1.2638], [-0.0575, -0.1106, 1.6803], [-0.2206, -1.3606, 2.5927], [-0.7924, -2.5451, 1.6961], [-1.1365, -1.1348, 3.6459], [1.2306, 0.4070, 1.1743], [2.8115, -0.4949, 1.6839], [2.6607, -2.1456, 1.3090], [3.0280, -0.4416, 3.9420], [1.2832, 1.5847, 0.2673], [2.6800, 2.0277, -0.2474], [3.5681, 2.7904, 0.8067], [4.7635, 2.6427, 0.6990], [3.0384, 3.6008, 1.8891], [3.1547, 2.8744, 3.1986], [3.9569, 4.7805, 2.0331], [0.0933, 2.1806, -0.0590], [0.0695, 3.3842, -0.9856], [0.3206, 4.6746, -0.5076], [-0.2183, 3.2032, -2.4200], [-0.1177, 1.7568, -2.8079], [0.8218, 3.9459, -3.2200], [-6.9533, 2.2151, -2.3843], [-6.7400, 0.3925, -2.2972], [-7.2861, 1.2449, -0.8162], [-5.9660, 2.4589, 0.3604], [-4.7976, 3.4668, -0.6500], [-3.8203, 0.7710, 0.4393], [-3.8674, 2.1953, 1.5488], [-2.4332, 3.5819, 0.2264], [-2.5289, 2.4222, -1.2315], [-2.2484, 0.1837, 1.6310], [0.7553, -1.7331, 2.9975], [-0.0632, -2.6363, 0.8395], [-0.8882, -3.4976, 2.2708], [-1.7704, -2.2075, 1.2607], [2.6642, -2.5968, 2.1847], [2.6762, 2.6262, -1.1933], [3.2416, 1.0808, -0.4872], [2.1968, 2.4177, 3.5434], [3.9528, 2.0889, 3.0676], [3.5823, 3.5988, 3.9423], [4.9624, 4.4815, 2.4538], [3.5314, 5.5110, 2.7776], [4.1418, 5.3014, 1.0627], [-0.3385, 5.2424, -0.9519], [-0.3158, 1.7246, -3.9291], [-0.8980, 1.1288, -2.3078], [0.9301, 1.3653, -2.6413], [0.8403, 3.5297, -4.2578], [0.5240, 5.0226, -3.3014], [1.8473, 3.8324, -2.7684], [-1.3369, 0.7698, -5.4559], [-1.8438, -0.4696, -5.2972], [-1.0135, -1.4908, -4.8724], [-1.5369, -2.7667, -4.7040], [-2.8796, -3.0066, -4.9724], [-3.7011, -1.9715, -5.4035], [-3.1820, -0.6930, -5.5620], [0.0323, -1.2860, -4.6765], [-0.8982, -3.5733, -4.3647], [-3.2857, -4.0032, -4.8451], [-4.7462, -2.1603, -5.6165], [-3.8088, 0.1275, -5.8887], [3.9110, -3.9387, 3.6646], [3.5363, -5.2354, 3.7223], [3.8876, -5.9924, 4.8238], [3.4977, -7.3239, 4.8849], [2.7712, -7.8835, 3.8396], [2.4292, -7.1120, 2.7361], [2.8091, -5.7771, 2.6783], [4.4607, -5.5412, 5.6243], [3.7605, -7.9254, 5.7464], [2.4716, -8.9237, 3.8868], [1.8669, -7.5498, 1.9202], [2.5441, -5.1578, 1.8290]], "atomic_forces_ev_per_a": [[-0.1, -0.3, -1.2], [-1.1, 0.4, 1.1], [1.7, 0.1, 0.3], [-0.5, 0.4, 0.7], [-0.4, -0.8, 0.0], [-0.7, -1.2, 1.1], [2.6, 0.0, -0.4], [-0.5, 2.5, -1.2], [-0.3, -1.4, -1.0], [0.4, 1.3, -0.3], [1.0, 0.3, -1.0], [-2.5, -0.4, 0.6], [1.8, 0.0, -1.3], [-0.8, 1.6, 1.7], [-0.7, -0.4, -0.6], [-0.3, -2.3, 1.9], [-0.6, -0.2, 0.3], [1.2, -0.5, 0.5], [-0.9, 0.1, -0.6], [0.3, 0.5, -0.3], [0.7, -0.5, -0.1], [0.6, 0.7, 0.4], [-0.1, -0.7, 1.0], [-0.3, 2.0, -2.0], [-1.1, -1.6, 0.0], [2.1, -1.4, 1.8], [-0.4, 0.1, -1.6], [-0.4, 0.5, -0.5], [-0.1, -0.9, 0.8], [0.2, 1.1, 0.4], [0.7, 0.4, -0.6], [0.9, -0.2, -0.7], [-0.7, -0.9, 0.2], [0.1, 1.0, -0.2], [0.1, -0.3, -1.0], [0.3, -1.0, -0.6], [0.4, 0.3, 1.1], [0.8, 0.8, -0.5], [-1.0, 0.8, 0.0], [-0.8, -0.3, 0.9], [0.1, 0.9, -0.5], [0.8, -0.5, 0.5], [0.1, -0.2, -0.7], [-0.3, -0.3, 0.8], [-0.5, 1.1, 0.3], [0.8, 0.5, -0.3], [-0.8, 0.6, 0.4], [-0.8, -0.8, -0.5], [-0.9, 0.1, -0.6], [0.1, -0.8, -0.9], [-0.4, -0.5, 0.7], [0.8, 0.1, 0.1], [0.3, -0.2, 1.7], [0.8, 0.5, -0.3], [-1.1, 0.1, 0.0], [0.0, 0.3, 0.9], [0.5, -0.9, 0.2], [-0.9, 0.3, -0.6], [0.0, 0.1, -0.2], [-0.3, -0.7, 0.1], [0.3, 0.1, 0.1], [-0.2, 0.1, -0.1], [0.0, -0.1, 0.0], [0.2, 0.0, 0.1], [-0.1, 0.2, -0.1], [0.0, 0.0, 0.0], [0.0, 0.1, 0.0], [0.0, 0.1, 0.0], [0.1, 0.0, 0.0], [0.1, 0.0, 0.0], [-0.1, 0.3, -0.1], [-0.2, -0.8, 0.0], [0.2, 0.2, 0.2], [-0.1, 0.1, -0.2], [0.0, -0.1, 0.0], [0.1, 0.0, 0.2], [0.0, 0.3, -0.1], [0.0, 0.0, 0.0], [0.0, 0.1, 0.0], [0.0, 0.1, 0.0], [0.0, 0.1, 0.0], [0.1, 0.0, 0.0]]}

=====

Short version: DFT total energy = -77348.2146; -61697.2110; -131536.2417 eV, in the order given.
Short version: lowest unoccupied orbital energy = -6.569; -0.245; -4.046 eV, in the order given.